[1]
Here is a 3-piece molecular cluster, C13H29NO11S overall at a distorted geometry from OMol25. Energies are from ωB97M-V/def2-TZVPD.

Atoms and positions in Å:
C  -2.6555  0.1912  1.9834
C  -3.3045  1.3115  1.1336
O  -2.4887  2.4757  1.2080
C  -1.9139  2.8425  -0.0271
C  -1.0216  1.7731  -0.6789
O  0.3423  2.2152  -0.7046
C  1.1006  1.4140  -1.5496
O  1.2545  0.1057  -0.9830
S  0.9085  -1.1214  -2.0367
O  -0.3552  -0.8475  -2.7140
O  0.5049  -2.4119  -1.0120
N  1.0568  -2.2623  0.2715
H  -2.0610  0.7138  2.7413
H  -3.4079  -0.3934  2.5168
H  -1.9580  -0.4205  1.4075
H  -3.4658  0.9826  0.0992
H  -4.2984  1.5294  1.5418
H  -1.2627  3.6987  0.1856
H  -2.6515  3.1948  -0.7608
H  -1.0540  0.8040  -0.1728
H  -1.3701  1.6009  -1.7086
H  0.7090  1.4050  -2.5730
H  2.0953  1.8701  -1.5714
H  0.3428  -1.9145  0.9012
H  1.3683  -3.1692  0.5928
C  -0.4594  3.9713  3.8781
C  -0.5228  2.6803  4.6649
O  0.3280  2.7153  5.8213
C  -0.1364  3.4190  6.8516
O  -1.1898  3.9951  6.9048
O  0.7765  3.3740  7.8257
C  0.4431  4.1580  8.9713
H  0.5736  4.2087  3.6177
H  -1.0462  3.8856  2.9631
H  -0.8480  4.8081  4.4580
H  -0.1537  1.8587  4.0524
H  -1.5448  2.4377  4.9588
H  -0.5413  3.8961  9.3545
H  0.4815  5.2185  8.7243
H  1.1895  3.9428  9.7315
C  1.0019  -3.8784  -3.9818
C  0.4279  -3.6195  -5.3582
O  1.4427  -3.6540  -6.3741
C  1.8605  -4.8687  -6.7237
O  1.4578  -5.9140  -6.2879
O  2.8123  -4.7262  -7.6497
C  3.4111  -5.9550  -8.0619
H  1.8163  -3.1830  -3.7725
H  0.2317  -3.7639  -3.2219
H  1.4105  -4.8862  -3.9055
H  0.0044  -2.6169  -5.3961
H  -0.3697  -4.3222  -5.6007
H  2.6584  -6.6687  -8.3911
H  4.0002  -6.3768  -7.2482
H  4.0699  -5.7234  -8.8948

E_tot ... -1793.20894 Ha
HOMO-LUMO gap ... 10.41 eV
Lowest unoccupied orbital energy ... 0.58 eV
F_max ... 0.0281 Eh/bohr



[2]
Here is C13H30ClLuO2P2 as an isolated structure at a distorted geometry from OMol25. Energies are from ωB97M-V/def2-TZVPD.

Atoms and positions in Å:
C  0.2076  0.0493  -4.9083
C  0.7716  0.1477  -3.5743
H  0.9884  0.0810  -5.7028
H  -0.5259  0.8711  -5.0331
H  -0.4152  -0.8743  -4.9548
O  1.7882  0.0767  -2.9586
Cl  -2.8638  -0.4728  -1.9122
Lu  -0.8683  -0.0658  -0.6088
P  -0.3270  2.6406  -0.4336
C  1.0491  3.4687  0.4077
C  -0.1244  3.2595  -2.1308
H  -0.1797  4.3564  -2.1438
H  -1.4785  4.7747  -0.1538
H  -0.9456  2.8426  -2.7300
H  -2.6216  3.4042  -0.3702
H  1.9922  3.0122  0.0877
H  0.8401  2.9246  -2.5273
C  -1.6927  3.7287  0.1162
H  1.0501  4.5446  0.1752
H  -1.7895  3.6359  1.2062
H  0.9209  3.3227  1.4881
P  -0.0739  -2.6602  -0.0536
C  1.3567  -3.2514  0.9011
C  -1.3644  -3.7682  0.6239
H  -0.5681  -3.1400  -2.3495
H  0.1061  -4.5746  -1.5190
H  1.1930  -3.2385  -2.0298
C  0.1996  -3.4893  -1.6479
H  -2.3146  -3.5152  0.1377
H  -1.1085  -4.8171  0.4178
H  1.4688  -4.3429  0.8132
H  1.2100  -2.9827  1.9562
H  -1.4463  -3.6137  1.7073
H  2.2526  -2.7485  0.5185
C  1.5145  0.1149  -0.0481
O  2.6663  0.1874  0.0307
C  -2.0587  1.2247  3.8060
C  -1.0607  0.7363  2.7603
C  -0.1106  -0.2632  3.4194
C  -1.7317  0.0958  1.5151
H  -2.6674  0.3800  4.1566
H  -2.6968  2.0028  3.3789
H  -1.5473  1.6634  4.6780
H  -0.4794  1.6296  2.4444
H  -0.6545  -1.1676  3.7385
H  0.6912  -0.5612  2.7329
H  0.3546  0.1757  4.3133
H  -2.5959  0.6897  1.1563
H  -2.1141  -0.9103  1.7722

ΔE to the lowest compared entry with this formula, charge and spin ... 12.8 kcal per mole
E_tot ... -3041.63112 Ha
HOMO-LUMO gap ... 3.77 eV
Total charge ... +2
Lowest unoccupied orbital energy ... -10.54 eV
F_max ... 0.1401 Eh/bohr



[3]
Here is C13H30N2O12P2STeTi as an isolated structure from OMol25. Energies are from ωB97M-V/def2-TZVPD.

Atoms and positions in Å:
Ti  -0.3487  -0.1215  -0.6639
O  -3.7470  0.7426  -2.5832
C  -2.5791  1.2765  -2.4286
O  -1.5107  0.6482  -2.4499
C  -2.6401  2.7845  -2.2981
O  -1.4605  3.3182  -1.7569
C  -1.5649  3.6803  -0.4043
C  -1.5605  2.5100  0.5723
O  -1.9376  2.5610  1.7053
O  -1.0158  1.3955  0.0499
H  -3.7561  -0.2572  -2.6198
H  -3.5345  3.0489  -1.7286
H  -2.7749  3.1826  -3.3086
H  -2.4629  4.2702  -0.2019
H  -0.6990  4.3022  -0.1661
C  -2.5997  -4.2541  -0.0512
C  -1.6582  -3.7429  -1.1314
O  -1.3850  -4.7108  -2.1317
P  0.0298  -3.3274  -0.4534
O  0.0104  -3.2792  1.1147
O  0.9523  -4.5231  -0.8425
O  0.5346  -1.9882  -0.9369
P  -2.2622  -2.1694  -1.8584
O  -1.2189  -2.0114  -3.0518
O  -3.6506  -2.0144  -2.3173
O  -1.8914  -1.1910  -0.6767
H  -2.2000  -5.1571  0.4117
H  -3.5638  -4.4946  -0.5038
H  -2.7737  -3.5027  0.7186
H  -2.1885  -5.1958  -2.3618
H  0.0233  -4.1255  1.5848
H  0.6033  -5.0489  -1.5875
H  -1.6374  -1.6971  -3.8653
C  0.2885  3.0884  4.3432
C  -0.1163  1.6230  4.2799
N  0.1129  1.0128  2.9613
C  1.2807  0.6247  2.4983
S  1.4913  -0.1286  0.9336
N  2.3634  0.7008  3.2636
C  3.7373  0.3162  2.9113
C  4.4915  1.4364  2.2179
H  0.1046  3.4757  5.3442
H  -0.2943  3.6759  3.6363
H  1.3457  3.2355  4.1162
H  -1.1794  1.5083  4.4773
H  0.3971  1.0191  5.0331
H  -0.6713  1.0357  2.3238
H  2.2474  1.1339  4.1668
H  3.6942  -0.5837  2.3013
H  4.2195  0.0419  3.8485
H  4.0099  1.7154  1.2795
H  5.5090  1.1136  1.9988
H  4.5512  2.3225  2.8496
C  0.9868  0.2252  -4.2432
Te  1.4856  1.1104  -2.3920
C  3.2077  -0.0835  -2.1085
H  0.9336  -0.8518  -4.1148
H  1.7698  0.5001  -4.9452
H  0.0343  0.6339  -4.5641
H  3.8881  0.1246  -2.9306
H  2.9126  -1.1295  -2.0994
H  3.6663  0.1948  -1.1644

ΔE to the lowest compared entry with this formula, charge and spin ... 0.7 kcal per mole
E_tot ... -3723.99646 Ha
HOMO-LUMO gap ... 7.98 eV
Total charge ... +2
Lowest unoccupied orbital energy ... -7.05 eV
F_max ... 0.0096 Eh/bohr



[4]
Here is a 2-piece molecular cluster, C13H30N7OPS overall at a distorted geometry from OMol25. Energies are from ωB97M-V/def2-TZVPD.

Atoms and positions in Å:
C  -3.7653  -2.6353  -4.7373
N  -3.1460  -2.0522  -3.4834
C  -3.2131  -0.5415  -3.4546
C  -1.7724  0.2176  -3.2679
C  -1.2231  0.8730  -1.8693
C  -1.9115  0.8993  -0.3607
C  -1.0945  -0.2774  0.5025
C  -0.3049  0.3106  1.8136
C  1.1253  1.0454  1.4940
N  1.9192  0.4413  0.3572
C  2.4058  -0.9598  0.6537
N  2.2577  -1.8891  -0.3843
N  3.0759  -1.4327  1.9263
N  0.1222  1.5440  -2.0367
C  0.4433  1.2750  -3.4918
P  2.1283  1.9878  -4.0391
N  3.0661  2.3687  -2.7380
N  -0.6374  0.5116  -4.2248
S  -0.5783  0.0565  -5.9097
H  -3.7229  -1.9079  -5.6631
H  -4.9180  -2.7962  -4.5077
H  -3.3252  -3.6862  -5.0046
H  -2.1818  -2.4071  -3.3019
H  -3.8291  -0.0984  -4.3763
H  -3.8667  -0.2537  -2.4982
H  -3.0532  0.5986  -0.5367
H  -1.8059  1.9354  0.1726
H  -0.3959  -0.8765  -0.2232
H  -1.9489  -1.0372  0.8449
H  -1.0031  1.1277  2.3193
H  -0.0938  -0.5876  2.5342
H  1.7740  1.0815  2.4694
H  0.9329  2.1843  1.1924
H  2.8032  1.0318  0.3109
H  2.6738  -2.7768  -0.0146
H  3.9900  -1.8658  1.5961
H  2.5065  -2.2741  2.2365
H  0.6747  2.0584  -1.3164
H  1.9968  3.2188  -4.8093
H  2.9032  0.9731  -4.7637
H  3.3273  3.3787  -2.7617
H  -0.0855  -1.2585  -5.9252
C  0.7453  -0.9367  5.4156
C  0.1099  0.4299  5.7215
C  1.0784  1.2596  6.5803
O  -0.9840  0.2189  6.4323
H  0.9736  -1.5070  6.3256
H  0.0891  -1.5533  4.7884
H  1.6873  -0.8045  4.8700
H  0.0419  0.9521  4.7564
H  1.3191  0.7708  7.5336
H  0.6662  2.2515  6.8062
H  2.0238  1.4138  6.0466

ΔE to the lowest compared entry with this formula, charge and spin ... 197.2 kcal per mole
E_tot ... -1710.84837 Ha
HOMO-LUMO gap ... 1.45 eV
Lowest unoccupied orbital energy ... -2.66 eV
F_max ... 0.1711 Eh/bohr